Below is a cluster of 12 separate species, C44H121N9O16 in total in a non-equilibrium geometry, with properties calculated with the ωB97M-V functional and the def2-TZVPD basis.

Computed properties:
Highest occupied orbital energy: -8.77 eV
Orbital gap: 9.270 eV
Relative energy (zero: lowest compared OMol25 entry of this formula, charge and spin): 28.1 kJ/mol
SMILES string: COC[C@H](C)N.COC[C@H](C)N.COC[C@H](C)N.COC[C@H](C)N.COC[C@H](C)N.COC[C@H](C)N.COC[C@H](C)N.COC[C@H](C)N.COCCNCCOC.OCCO.OCCO.OCCO
LUMO energy: 0.5 eV

Last column: Mulliken charge in e.
Element x y z (Å)
C (-0.963726, 5.000882, -1.496941)  -1.10
H (-3.089323, 0.004212, -2.066142)  0.11
H (-0.342075, -6.295533, -1.570519)  0.04
C (-0.532983, 0.701900, 7.737038)  -0.91
H (3.672883, -0.326942, -1.707176)  -0.35
H (-4.555232, -0.495225, -4.486398)  0.42
H (5.004718, 1.483467, -4.282092)  0.30
C (-4.569925, 4.171275, -0.746335)  0.28
C (-1.772035, -0.544858, 6.168850)  -1.07
N (-1.287126, 6.408154, -3.410679)  -0.82
H (2.577638, -0.301836, -3.863915)  -0.37
H (-4.047038, -1.865461, -3.401810)  0.18
H (4.031400, -1.789010, -2.593763)  0.06
C (0.831572, 6.254607, 4.125044)  -1.67
C (0.446357, -2.340998, -2.855433)  -0.16
C (-0.142790, 2.068372, -0.273390)  0.31
H (0.945043, -2.289317, -0.946118)  -0.37
N (2.460296, -4.965187, -2.971726)  -0.35
O (-0.578594, 0.155791, 6.443466)  -0.04
H (-1.858953, 7.082268, -3.911003)  0.31
H (-4.621143, -1.384390, -0.638442)  -0.15
H (-5.735132, -1.618052, -3.879009)  0.45
H (0.337406, -0.232858, -2.910142)  -0.28
H (0.479603, 5.543146, 4.877447)  0.35
C (-2.171798, 8.328212, 0.924306)  -0.99
C (-2.892776, -6.504420, -2.741184)  -1.45
N (-3.876270, 0.620765, -2.252199)  -0.62
H (1.786359, 1.525239, -2.579898)  -0.32
H (-2.300719, -0.073522, 3.327195)  0.47
H (-0.721965, -0.607273, -0.992987)  -0.19
C (-5.327830, 3.905936, -2.049832)  -0.53
H (0.024842, -5.179452, 1.203695)  0.44
H (-1.025802, -1.139428, -3.744908)  0.57
C (-2.536510, -3.355182, 0.842185)  -0.68
O (1.743003, -7.009308, -1.100231)  -0.13
H (0.094553, 5.018902, -1.749648)  0.59
H (5.154123, -0.839830, -5.063321)  0.27
H (0.466000, 1.089213, 7.946829)  0.22
H (-0.283464, -6.487401, -4.963141)  0.42
C (-1.679277, 7.454899, -1.198501)  -1.12
H (3.395549, 1.764984, -4.941256)  0.35
H (2.331192, -8.706594, -0.236413)  0.40
H (1.798056, 2.869972, -3.739362)  0.47
H (-3.594930, -7.168585, -3.249668)  0.42
C (4.277222, 2.902171, 0.146115)  1.13
H (2.111291, 3.124006, -1.947276)  -1.06
O (3.639265, 2.267238, -2.986289)  -0.24
H (2.002806, 1.434979, 5.898144)  -0.06
C (-1.458909, -6.777609, -3.188836)  0.46
H (2.179698, -0.473680, 4.223248)  0.11
H (-1.667399, 5.606017, 2.070570)  0.13
N (-0.564164, -5.870272, -2.468823)  0.05
C (-1.755572, 6.177312, -2.017708)  1.05
C (2.930077, -6.284418, -0.923054)  -0.62
O (-1.478121, -3.844924, 1.638908)  -0.40
H (-1.185776, 2.362913, -0.164167)  0.46
O (-2.152670, 7.188160, 0.107801)  -0.07
H (-1.110479, -7.796571, -2.990499)  0.29
C (3.097161, -0.956452, 6.699090)  -0.43
O (-1.990204, -7.553812, -5.391120)  -0.34
H (5.108350, -4.742671, -3.196135)  0.43
H (2.048965, -1.234843, 6.541459)  0.03
H (-0.658339, -0.057688, 8.516439)  0.35
H (5.603767, -5.817889, -1.877686)  0.42
C (-5.085820, -0.204738, -2.420347)  0.66
H (-1.011681, 4.952333, -0.403630)  -0.26
C (1.509999, -7.995241, -0.107836)  -1.02
C (5.235796, 1.731022, 0.209261)  -0.96
H (4.723367, 3.623553, -0.552035)  0.61
C (-1.450236, -0.680572, 3.637180)  0.52
H (3.773035, 0.195836, 3.728574)  -0.16
H (1.089986, -3.343020, 2.221187)  0.45
H (-5.888739, 0.494834, -2.671067)  0.32
N (-1.235946, 5.668467, 2.993283)  -0.78
C (-1.515954, -7.663415, -6.715125)  -0.77
O (-6.536215, -1.800591, -1.380144)  -0.35
H (1.667411, 3.187560, 4.186425)  0.40
H (-5.675949, 4.870844, -2.420830)  0.48
O (2.211036, 5.368271, 1.633177)  -0.57
C (1.426190, -0.821514, 1.329725)  -0.80
H (-1.597184, 6.533914, 3.388673)  0.37
H (6.265364, 1.994973, 0.465098)  0.38
C (3.430889, -5.847543, -2.303751)  0.45
C (1.998215, 2.202475, 3.845661)  -1.54
H (0.925760, -2.443528, -3.832934)  0.67
H (1.614763, 0.083097, -0.619610)  -0.90
H (0.586837, 7.218335, 4.585578)  0.46
C (0.929191, 4.966456, 2.009151)  2.63
C (2.252534, 2.490446, -2.819244)  1.03
C (1.407296, 0.379937, 0.416580)  1.84
H (3.582701, -6.727310, -2.936375)  0.23
H (1.920090, 6.192803, 4.134176)  0.29
C (-7.078359, -2.368863, -0.214814)  -0.68
H (3.734002, -6.819407, -0.408195)  0.58
H (-2.253789, 8.263523, -1.659678)  0.46
H (3.543377, 3.099247, 5.847780)  0.28
C (-0.322635, -4.197612, 0.881794)  -0.35
H (3.099794, -0.078568, 7.356580)  0.22
H (3.601438, -1.767820, 7.219751)  0.34
N (4.144635, -0.856620, -4.991378)  -0.73
H (-2.473472, -2.922550, 3.930490)  0.23
H (-3.599283, 4.656041, -0.808651)  -0.56
H (2.747014, 2.399105, 3.075995)  0.30
H (-1.558417, -6.682964, -7.204914)  0.31
H (1.508579, 6.783188, 0.238797)  0.22
H (5.272990, -0.463624, -2.430596)  0.56
H (-1.155125, 8.742912, 0.969053)  0.38
H (3.353739, 2.556391, -0.325233)  -0.85
C (-4.800519, -1.110752, -3.624455)  -1.64
H (-0.457029, -7.940633, -6.739707)  0.30
H (2.217967, 1.057070, 0.720730)  -0.46
H (5.312234, 1.320245, -0.798836)  0.10
C (4.800643, -5.176748, -2.241507)  -1.56
H (0.563729, -8.511722, -0.270098)  0.27
H (-6.166259, 3.238007, -1.831785)  0.30
H (-0.622026, 7.755757, -1.214372)  0.34
H (-2.884038, -4.113459, 0.131520)  0.44
H (-2.330901, -2.469432, 0.229670)  0.10
H (-5.229303, 4.832627, -0.168133)  0.39
C (3.937340, 1.394968, -4.059062)  -1.21
H (-3.950575, 1.215327, -1.431104)  0.19
C (-0.376331, -1.058890, -2.871200)  -0.62
C (-1.546821, -1.431317, 4.961804)  1.04
H (-2.409613, 8.068011, 1.954009)  0.21
O (4.124966, 3.470915, 1.430304)  -0.68
C (2.670418, 1.498646, 5.033155)  0.83
H (2.826825, -5.329735, -0.387180)  0.11
C (0.827290, -3.202665, 1.164609)  -1.17
H (3.373896, 4.096492, 1.412181)  0.37
H (-0.590833, -0.006966, 3.681122)  -0.62
H (1.068260, -0.578789, 2.332923)  -0.51
H (-1.244215, 1.526104, 7.822826)  0.32
H (-6.330963, -2.937428, 0.351079)  0.22
O (3.770540, -0.686456, 5.495754)  -0.51
H (-3.049812, -6.581099, -1.663166)  0.34
H (1.040290, 4.108899, 2.681678)  -1.42
H (-0.592177, -1.946152, 5.108333)  0.11
H (2.356554, -1.383731, 1.411954)  0.74
O (0.131982, 0.957686, 0.541023)  -0.54
O (-1.220532, -0.999753, -1.724348)  -0.12
O (4.804593, 0.701211, 1.098061)  -0.46
H (-0.427364, -1.686006, 1.286135)  -0.97
H (2.964973, -4.401525, -3.647869)  0.38
H (-2.007181, -1.184116, 7.032301)  0.38
H (-2.130146, -8.366439, -7.268573)  0.27
H (-2.811604, 9.160612, 0.616983)  0.34
H (2.090701, 5.230496, -0.421088)  -0.20
H (0.298224, 4.547451, 1.215791)  -1.68
H (-7.845266, -3.067853, -0.542857)  0.28
H (0.195756, 7.002339, 2.223594)  -0.03
H (1.151378, 1.628497, 3.473231)  0.47
C (-1.342648, -6.510573, -4.672888)  -0.71
N (3.883813, 2.242316, 5.411516)  -0.76
H (-5.878933, -0.133535, -0.432645)  0.33
H (1.439767, -7.639412, 0.924887)  0.34
C (3.656024, -0.102957, -3.843398)  1.48
H (-2.572048, -3.117748, 5.517540)  0.29
H (-1.717061, -5.526264, -4.975093)  0.32
O (1.417961, -2.355443, -1.798750)  0.29
H (-5.238816, 2.916733, 0.592313)  0.28
H (3.697680, -0.547337, -5.844377)  0.25
H (4.708411, -4.262132, -1.641184)  0.26
H (-3.357753, -3.111263, 1.517253)  0.35
H (1.571229, -3.576572, 0.452832)  0.50
N (-2.650153, -2.410628, 4.790561)  -0.85
H (4.929195, 1.034058, 1.993844)  0.26
H (4.295310, 1.761177, 6.210966)  0.33
H (3.218331, 6.449516, 0.189594)  0.33
H (-3.210298, -5.491910, -3.001909)  0.24
H (-2.649282, 0.104918, 6.072881)  0.33
C (3.055255, 0.095938, 4.541545)  0.11
H (-1.471056, 4.079349, -1.793441)  0.41
H (-4.280960, 2.387969, -2.812785)  0.47
H (-7.517920, -1.659301, 0.494229)  0.29
H (0.110755, 1.944304, -1.329957)  0.02
H (2.052090, -4.282518, -2.338310)  -0.23
H (-0.189727, -3.226724, -2.746430)  0.03
H (0.401164, -5.895857, -2.807386)  -0.10
H (-1.474299, 5.523062, -3.874053)  0.28
H (-2.816893, 5.923690, -2.093522)  0.08
O (-4.521356, 3.310165, -3.076338)  -0.60
C (4.220430, -0.718989, -2.567609)  -0.43
N (0.467689, -1.838724, 0.837576)  1.67
H (-1.272357, -1.410358, 2.848689)  -0.53
C (-5.477523, -0.893379, -1.115467)  0.01
H (-0.541980, -4.161963, -0.188377)  -0.05
O (-4.457430, 2.962824, 0.035737)  -0.52
C (2.247054, 5.986046, 0.353438)  -0.24
C (0.159989, 6.049989, 2.769104)  1.67
H (0.433888, 2.908327, 0.143807)  -0.50

Cartesian forces, eV/Å:
C -0.6258 -0.2820 1.2978
H 0.2523 0.0838 -0.1458
H -0.6547 0.1826 0.2125
C 0.3586 0.1122 0.1386
H 0.1462 0.0178 0.0664
H 0.3791 0.0060 0.0793
H 0.0165 0.1823 0.2057
C -1.5895 -0.3708 0.7708
C -0.1942 -0.5437 0.6038
N 0.0250 -0.0692 0.2713
H -0.0302 0.2435 0.2623
H 0.1746 0.1027 -0.0643
H 0.2546 -0.0586 0.0112
C -0.0515 0.4463 0.9623
C -0.2150 -0.1817 0.3645
C 0.5865 0.8046 0.6713
H -0.2082 0.3430 -0.1134
N 0.0247 -0.2787 0.0348
O 0.2879 0.0313 -0.1808
H -0.0853 0.0752 0.2347
H 0.0526 -0.1508 -0.0620
H 0.1769 -0.2462 0.0056
H -0.3143 0.3352 -0.1767
H -0.1068 -0.3481 -0.3574
C 1.1494 0.5640 0.4308
C -0.4112 -0.2892 -0.0209
N -0.1352 0.0867 0.4985
H -0.2264 0.1238 -0.0732
H -0.2902 -0.1612 0.4223
H -0.0421 -0.1555 0.1100
C 1.4927 -0.3106 -0.3811
H -0.1391 -0.1643 -0.1857
H 0.0256 0.5196 -0.0557
C -0.7547 -0.1545 -0.2219
O -0.5384 0.1135 0.7764
H -0.0819 0.0549 -0.3929
H -0.0328 0.1561 -0.1981
H 0.0465 0.1591 -0.4772
H 0.1346 -0.1628 0.1519
C 0.7325 -0.3833 -0.2168
H 0.0048 -0.2666 -0.1420
H -0.1478 -0.3053 0.5834
H -0.0671 0.2928 0.1262
H 0.0655 -0.1463 0.1111
C 0.9072 0.1253 -0.1740
H -0.0015 0.3252 -0.2609
O 0.2436 0.1875 0.2179
H -0.3601 -0.1992 -0.2286
C 0.0478 0.7464 0.2453
H -0.1969 0.1430 -0.0993
H -0.1816 -0.0445 0.1183
N 0.7084 0.2315 0.6265
C -0.5505 0.4611 -1.2449
C 0.8296 0.9601 -1.0938
O 0.1429 0.1721 -0.1836
H -0.1088 -0.4123 -0.0116
O -0.4177 -0.0058 -0.0801
H -0.5704 -0.2680 -0.2666
C -0.3345 0.3388 0.0608
O -0.0785 -0.0253 0.0410
H -0.1329 -0.5245 -0.2918
H -0.0346 -0.0507 -0.1172
H -0.5453 -0.0629 -0.0744
H -0.0424 0.0218 0.1239
C 0.8558 0.4933 -0.3212
H -0.0528 0.2206 -0.0311
C 0.4146 -0.3816 -0.2360
C 0.1817 -0.3179 -0.0390
H -0.0674 0.0733 -0.0561
C 0.7953 0.3833 0.1323
H -0.2121 0.0380 -0.2399
H 0.4746 0.0908 -0.0925
H -0.1417 -0.1882 -0.1532
N 0.2560 0.3920 -0.3929
C 0.1653 0.8035 0.1510
O 0.1849 0.0907 0.1607
H -0.2159 -0.1562 0.0092
H -0.1532 -0.1128 -0.2130
O 0.2507 0.5216 -0.6751
C -1.0003 -1.3536 -0.0379
H -0.6150 -0.3845 0.2205
H -0.1025 0.5037 0.1851
C 0.5141 0.0470 -0.6691
C 0.3627 0.3066 0.9730
H 0.4718 0.0540 0.1975
H -0.0886 -0.1154 -0.0170
H -0.0428 0.1289 -0.2959
C -1.4051 -0.7944 0.9860
C 0.3743 -1.1413 0.0018
C 1.0057 0.0912 0.2818
H -0.3944 -0.2291 0.0896
H 0.0047 0.0062 -0.4416
C 0.0581 -0.5511 0.0536
H -0.2047 -0.4448 -0.0204
H -0.1397 -0.0323 -0.0872
H 0.2176 0.1887 -0.3220
C 0.2602 1.2666 0.3193
H -0.0195 0.0001 0.0901
H 0.1290 -0.0242 -0.1380
N -0.1082 -0.2949 -0.0039
H -0.0353 0.0898 -0.0608
H -0.0128 -0.3061 -0.3232
H -0.0662 -0.2568 -0.1310
H -0.1999 -0.0098 -0.1757
H -0.2136 -0.1284 0.1467
H 0.0898 -0.2415 -0.0751
H 0.0366 0.1190 -0.0142
H -0.2079 0.0054 0.3467
C -1.4175 -0.0739 0.4619
H -0.0086 -0.3272 0.0552
H -0.2365 0.1582 0.0310
H -0.2541 -0.2247 0.0634
C -0.1042 0.9468 0.4593
H 0.0148 0.1539 -0.5229
H -0.2265 0.2542 0.1313
H 0.0212 0.2426 0.3811
H -0.0017 -0.1282 0.0926
H 0.4931 0.0551 0.2303
H 0.2339 0.3093 -0.0764
C -0.0498 0.0056 0.1162
H -0.0833 -0.1159 0.3462
C 0.2017 -1.3588 0.3390
C -0.8046 -0.2211 -1.0695
H -0.3099 -0.3033 -0.1577
O -0.3122 -0.2303 -0.2840
C 0.2024 -0.4610 -0.8072
H -0.5650 -0.1826 0.4246
C -0.7697 -1.2106 -0.2413
H 0.3440 -0.1155 0.2999
H -0.0084 0.0161 -0.1152
H 0.5014 0.4992 0.0465
H -0.1591 -0.0814 0.3029
H 0.1434 -0.0246 -0.0785
O 0.2526 -0.1071 0.0037
H 0.2092 -0.2482 0.0158
H 0.0780 0.3085 -0.0682
H 0.1474 0.0727 0.1117
H 0.4666 0.7973 -0.1474
O -0.9274 -0.5937 -0.1262
O 0.0216 0.4940 -0.0622
O -0.1158 0.0192 -0.2314
H -0.0684 0.2249 -0.3062
H -0.1224 -0.0811 -0.1612
H 0.0399 -0.1517 0.0092
H 0.0028 -0.1282 0.1042
H -0.3258 -0.3329 -0.3731
H -0.0905 0.0403 -0.1059
H 0.3482 0.4696 -0.4611
H -0.0789 0.0349 0.0716
H 0.2924 -0.0835 -0.2384
H -0.0759 0.1029 -0.1135
C 0.6967 -0.4708 -0.6175
N -0.3344 0.0099 0.6112
H 0.3349 0.1348 0.1659
H 0.3974 0.3837 -0.0701
C -0.3187 -0.3328 -0.2699
H -0.1809 0.0798 0.0595
H -0.3685 0.0363 0.2089
O 0.0097 0.0791 -0.6609
H 0.0699 -0.1244 0.0087
H 0.3215 0.0024 -0.1270
H 0.2057 -0.2548 0.4476
H 0.0070 -0.0307 0.0162
H 0.6757 0.2730 0.5665
N 0.3936 0.0588 0.5843
H -0.0672 0.0910 -0.0241
H 0.2337 -0.1768 -0.2756
H 0.1386 -0.1924 0.2495
H 0.3528 0.0935 -0.1132
H 0.1379 0.2440 -0.3276
C 0.4551 0.0532 1.0094
H 0.4048 -0.0611 -0.4390
H -0.0167 0.5012 -0.3941
H -0.0215 0.3324 -0.2492
H -0.0954 -0.2449 0.0785
H 0.1430 -0.0314 0.2428
H -0.2421 0.1519 -0.0483
H -0.2879 0.1516 -0.8135
H 0.2383 0.0866 -0.2374
H -0.0233 -0.2154 0.4131
O -0.2040 0.0614 0.5826
C -0.5486 0.7580 0.0403
N -0.3784 -0.2089 -0.2506
H -0.0037 -0.0276 0.0214
C -0.6972 -0.0276 -0.4138
H -0.1027 -0.3387 -0.0332
O 0.4900 0.0474 -0.2851
C 0.0760 0.1408 -0.2344
C 0.9468 -0.0745 0.3852
H 0.0915 0.0450 -0.4834